Model A:
Formula: C6H11N3
Source: the Open Molecules 2025 dataset
Level of theory: ωB97M-V/def2-TZVPD

Highest occupied orbital energy: -0.308 Ha
Kohn-Sham gap: 8.8 eV
E_LUMO: 0.42 eV

```
! wB97M-V def2-TZVPD RIJCOSX def2/J DEFGRID3
* xyz 0 1
H 1.92 -0.96 -1.50
H 2.49 0.51 -1.05
H 1.84 0.34 1.68
N 0.74 0.54 -0.71
H -2.64 -2.14 -0.98
H 1.71 -1.72 1.05
H -0.28 1.98 0.56
H 0.17 2.38 -1.07
N 0.68 1.98 -0.29
C 2.34 -0.69 0.95
C -2.16 -1.73 -0.02
H 3.51 -0.74 0.93
C -0.51 -0.04 -0.47
C 1.94 -0.31 -0.60
C -2.10 1.78 0.50
H -2.79 -0.88 0.52
H -2.13 -2.73 0.46
N -0.77 -1.26 -0.44
H -2.55 2.80 0.54
C -1.41 0.89 -0.04
*
```

=====

Model B:
Formula: C6H11N3
Source: the Open Molecules 2025 dataset
Level of theory: ωB97M-V/def2-TZVPD

Highest occupied orbital energy (spin up / spin down): -0.259 / -0.259 Ha
Kohn-Sham gap (spin up / spin down): 7.6 / 7.6 eV
E_LUMO (spin up / spin down): 0.55 / 0.55 eV

```
! wB97M-V def2-TZVPD RIJCOSX def2/J DEFGRID3
* xyz 0 1
C -1.36 0.43 -0.14
C -0.21 0.88 -1.05
H -0.07 -1.40 1.72
N 1.32 -0.35 0.46
C 1.25 0.77 -0.36
N -2.30 -1.98 -0.43
C -2.00 -0.84 -0.26
H 0.81 -2.27 0.19
C 1.48 -1.56 -0.34
H -2.56 1.33 1.39
H -1.35 2.29 0.69
H -0.30 0.10 -1.84
H 1.91 0.67 -1.17
H 1.39 1.81 0.20
H 0.45 0.42 2.08
C 0.31 -0.44 1.36
N -2.03 1.56 0.46
H 1.30 -1.40 -1.45
H -0.52 1.92 -1.25
H 2.47 -1.93 -0.28
*
```

=====

Model C:
Formula: C6H11N3
Source: the Open Molecules 2025 dataset
Level of theory: ωB97M-V/def2-TZVPD

Highest occupied orbital energy: -0.295 Ha
Kohn-Sham gap: 8.5 eV
E_LUMO: 0.45 eV

```
! wB97M-V def2-TZVPD RIJCOSX def2/J DEFGRID3
* xyz 0 1
H -0.20 -0.32 -2.34
C -1.63 1.19 -0.18
H 0.62 1.86 -1.67
C 0.85 1.07 -0.95
H -2.27 0.41 0.25
N 1.13 -2.53 -1.51
C 0.21 1.07 1.53
H 1.26 0.87 1.69
H 0.02 2.11 1.83
H -1.85 1.27 -1.24
N -0.09 -2.50 1.10
H -0.10 -2.34 2.12
H 1.16 -3.37 -0.94
C 0.70 -1.53 -0.83
N 0.48 -1.54 0.57
H 1.88 1.10 -0.60
H -0.38 0.44 2.20
H -1.92 2.14 0.29
C 0.33 -0.27 -1.40
C -0.19 0.89 0.10
*
```

=====

Model D:
Formula: C6H11N3
Source: the Open Molecules 2025 dataset
Level of theory: ωB97M-V/def2-TZVPD

Highest occupied orbital energy: -0.314 Ha
Kohn-Sham gap: 9.4 eV
E_LUMO: 0.88 eV

```
! wB97M-V def2-TZVPD RIJCOSX def2/J DEFGRID3
* xyz 0 1
N -0.07 -0.65 2.51
H -1.41 -0.20 -2.69
H 0.62 -0.10 1.92
N 0.05 -1.83 2.02
H 0.63 -1.33 -1.15
H 2.81 0.39 -1.20
H -0.53 -2.43 2.54
C -1.41 0.78 -0.58
H 2.72 1.77 -0.01
N -0.74 -0.09 3.45
C 2.26 1.03 -0.66
H -0.48 2.18 0.59
C 0.48 -0.26 -1.62
H -2.35 1.05 -0.17
H -1.34 -0.85 3.94
C -1.07 -0.23 -1.63
H -1.57 -1.11 -1.28
C -0.30 1.38 -0.11
C 0.95 0.82 -0.70
H 0.80 -0.12 -2.65
*
```

=====

Short version: model A is the least stable of them.

=====

Model A:
Formula: C5H15N3O
Source: the Open Molecules 2025 dataset
Level of theory: ωB97M-V/def2-TZVPD

Highest occupied orbital energy: -0.320 Ha
Kohn-Sham gap: 9.7 eV
E_LUMO: 0.97 eV

```
! wB97M-V def2-TZVPD RIJCOSX def2/J DEFGRID3
* xyz 0 1
H -0.40 -3.10 0.11
H 1.41 2.29 2.25
C 2.00 0.24 -0.33
C -0.61 -2.32 0.85
O -1.65 -1.47 0.38
H 1.36 -0.49 -0.82
C -1.54 -1.01 -0.86
H 2.95 1.55 1.75
H -0.63 1.32 1.14
H 2.30 0.99 -1.07
H -3.14 0.27 -0.30
H -3.41 -0.61 -1.81
H -2.30 0.76 -1.79
H 0.00 2.08 -0.19
N 1.26 0.82 0.78
C -2.67 -0.08 -1.21
H 2.89 -0.25 0.06
H -0.96 -2.75 1.79
N -0.60 -1.39 -1.61
H 2.16 2.76 0.70
H 0.29 -1.73 1.01
H -0.63 -0.98 -2.54
C 1.98 1.92 1.39
N -0.03 1.20 0.33
*
```

=====

Model B:
Formula: C5H15N3O
Source: the Open Molecules 2025 dataset
Level of theory: ωB97M-V/def2-TZVPD

Highest occupied orbital energy (spin up / spin down): -0.240 / -0.240 Ha
Kohn-Sham gap (spin up / spin down): 6.9 / 6.9 eV
E_LUMO (spin up / spin down): 0.35 / 0.35 eV

```
! wB97M-V def2-TZVPD RIJCOSX def2/J DEFGRID3
* xyz 0 1
H -3.58 1.39 -0.80
N -1.03 0.79 -0.77
H 0.83 -0.59 -2.21
N 1.48 -1.03 -0.22
H 1.03 2.24 0.29
H 2.21 -1.68 -2.06
C 0.55 -1.95 0.03
C -2.04 0.14 -0.23
C 1.74 -0.79 -1.63
O -1.84 -0.90 0.51
H 2.35 1.08 0.43
C 0.87 0.92 2.02
N -3.34 0.49 -0.43
H 0.07 0.80 -0.28
C 1.29 1.22 0.59
H 1.17 -0.09 2.29
H 1.32 1.61 2.74
H -4.04 -0.01 0.08
H -0.76 -1.29 0.34
H 0.13 -2.55 -0.79
H 2.43 0.05 -1.73
H -1.25 1.63 -1.30
H 0.65 -2.47 0.99
H -0.22 0.97 2.13
*
```

=====

Model C:
Formula: C5H15N3O
Source: the Open Molecules 2025 dataset
Level of theory: ωB97M-V/def2-TZVPD

Highest occupied orbital energy: -0.235 Ha
Kohn-Sham gap: 7.1 eV
E_LUMO: 0.67 eV

```
! wB97M-V def2-TZVPD RIJCOSX def2/J DEFGRID3
* xyz 0 1
H 2.29 1.91 -0.65
H -0.20 2.56 -0.84
H -0.41 0.61 2.92
N -0.73 -2.45 0.15
H 0.63 -0.31 0.13
H -1.14 1.19 1.31
N -1.62 -1.89 2.21
H -0.13 2.03 -2.52
C 2.10 1.01 -1.24
C 0.65 0.58 -1.10
O 0.40 -0.59 -1.88
H 2.77 0.22 -0.91
H -0.07 -2.23 -0.59
H 2.35 1.24 -2.29
C -0.31 1.68 -1.49
H -1.67 -1.24 2.99
H -1.52 -3.06 -0.01
H -1.34 1.33 -1.44
C -0.27 0.84 1.87
H -2.53 -2.21 1.91
H 0.56 1.52 1.71
C -0.68 -1.63 1.24
N 0.22 -0.70 1.32
H 0.65 -0.43 -2.81
*
```

=====

Short version: model B is the least stable of them.

=====

Model A:
Formula: C5H15N3O
Source: the Open Molecules 2025 dataset
Level of theory: ωB97M-V/def2-TZVPD

Highest occupied orbital energy: -0.294 Ha
Kohn-Sham gap: 8.9 eV
E_LUMO: 0.89 eV

```
! wB97M-V def2-TZVPD RIJCOSX def2/J DEFGRID3
* xyz 0 1
H 1.75 -2.16 1.17
H 0.32 -1.74 2.14
O 1.05 0.48 -1.83
N 1.86 1.36 0.19
C -1.94 1.05 -1.15
H -0.59 -2.34 -0.06
H -1.06 -1.04 -1.14
N -2.19 -0.16 -1.51
H 0.73 -0.34 -2.24
H 1.69 -0.62 2.04
H -2.66 1.68 -0.63
H -0.11 0.77 1.99
H -1.01 1.50 -1.48
C -0.83 0.59 1.19
H -1.61 -0.10 1.52
N -0.20 -1.55 -0.57
C 0.48 -0.69 0.26
H 2.58 1.86 -0.32
H 2.40 -0.45 -0.59
H 1.05 1.97 0.28
H -3.11 -0.49 -1.25
C 1.10 -1.34 1.48
H -1.19 1.59 1.00
C 1.49 0.17 -0.51
*
```

=====

Model B:
Formula: C5H15N3O
Source: the Open Molecules 2025 dataset
Level of theory: ωB97M-V/def2-TZVPD

Highest occupied orbital energy: -0.283 Ha
Kohn-Sham gap: 8.5 eV
E_LUMO: 0.83 eV

```
! wB97M-V def2-TZVPD RIJCOSX def2/J DEFGRID3
* xyz 0 1
H -1.73 3.07 -0.39
H 0.75 0.30 0.21
H -1.26 2.63 1.28
H 0.24 -2.00 1.04
H 2.91 -1.36 -1.45
O -0.74 -1.56 -1.32
H -2.95 2.49 0.74
N 1.33 -0.73 -0.20
C -1.91 2.37 0.43
H 3.42 -0.45 -0.01
C 1.24 -1.92 0.64
H -0.13 1.62 -1.07
H -1.38 0.15 1.89
H -3.07 0.17 1.30
C -2.03 0.03 1.00
C 2.65 -0.53 -0.79
H 2.66 0.40 -1.37
H 1.96 -1.86 1.46
N -1.72 1.01 -0.04
H -1.92 -0.97 0.59
N -0.36 0.83 -0.47
H 0.54 -0.24 -2.23
H 1.44 -2.82 0.05
C 0.06 -0.64 -1.31
*
```

=====

Short version: model B is the least stable of them.

=====

Model A:
Formula: C3H9N2O2
Source: the Open Molecules 2025 dataset
Level of theory: ωB97M-V/def2-TZVPD

Highest occupied orbital energy: -0.138 Ha
Kohn-Sham gap: 8.0 eV
E_LUMO: 4.23 eV

```
! wB97M-V def2-TZVPD RIJCOSX def2/J DEFGRID3
* xyz -1 1
H -2.81 -0.46 0.56
H -1.02 -0.72 0.31
O 2.65 -1.24 2.16
N -1.88 1.04 -0.58
C -1.80 0.04 0.50
C -0.45 1.34 -1.06
O 0.34 0.24 -1.13
H -1.57 0.54 1.46
H -2.26 0.56 -1.40
H -0.02 2.02 -0.26
H -0.60 1.83 -2.04
H 1.21 -0.94 -0.72
C 2.21 -0.71 1.11
H 1.97 0.35 1.08
H 2.11 -2.45 0.03
N 1.92 -1.43 -0.02
*
```

=====

Model B:
Formula: C3H9N2O2
Source: the Open Molecules 2025 dataset
Level of theory: ωB97M-V/def2-TZVPD

Highest occupied orbital energy: -0.162 Ha
Kohn-Sham gap: 8.8 eV
E_LUMO: 4.37 eV

```
! wB97M-V def2-TZVPD RIJCOSX def2/J DEFGRID3
* xyz -1 1
H -0.52 1.90 -0.28
H 3.11 -0.46 1.63
C 1.03 -0.52 0.93
O 1.32 0.23 -0.04
H 2.36 -2.09 1.57
H -0.05 -0.28 -1.70
N -1.06 -0.42 -1.73
H -1.25 -1.03 -0.95
H -1.41 1.54 -2.33
C 2.20 -1.03 1.78
C -1.72 0.85 -1.54
O -0.12 -0.89 1.28
H -1.52 0.90 0.49
H 1.91 -0.99 2.83
N -1.48 1.56 -0.29
H -2.80 0.72 -1.65
*
```

=====

Short version: model A is the least stable of them.

=====

Model A:
Formula: C7H13N2O2
Source: the Open Molecules 2025 dataset
Level of theory: ωB97M-V/def2-TZVPD

Highest occupied orbital energy: -0.508 Ha
Kohn-Sham gap: 9.5 eV
E_LUMO: -4.33 eV

```
! wB97M-V def2-TZVPD RIJCOSX def2/J DEFGRID3
* xyz 1 1
H -0.85 1.54 -0.97
N 3.54 -0.34 -1.13
H -1.20 -1.37 -1.62
H -1.47 1.62 1.90
H -0.49 -1.48 1.30
H -2.50 -0.26 0.81
H -0.31 2.74 1.12
C 0.13 0.51 0.71
H 4.08 -1.22 -1.23
N 0.23 -0.74 1.52
O 2.52 -1.45 0.51
H 1.18 -1.24 1.17
C 1.70 0.78 -0.06
C 2.65 -0.40 -0.18
H -2.84 -0.88 -2.18
C -0.62 1.76 1.18
H 3.49 0.49 -1.80
C -2.28 0.11 -0.23
H 0.35 -0.59 2.55
C -1.07 1.04 -0.10
H -3.29 0.76 -0.41
C -2.28 -1.04 -1.28
O 1.97 1.73 -0.71
H -2.66 -2.08 -0.86
*
```

=====

Model B:
Formula: C7H13N2O2
Source: the Open Molecules 2025 dataset
Level of theory: ωB97M-V/def2-TZVPD

Highest occupied orbital energy: -0.520 Ha
Kohn-Sham gap: 10.1 eV
E_LUMO: -4.08 eV

```
! wB97M-V def2-TZVPD RIJCOSX def2/J DEFGRID3
* xyz 1 1
H 3.30 -0.11 -0.14
H 1.75 2.40 1.22
H -0.60 -3.43 0.64
C 1.03 0.69 -1.79
C 2.29 -0.25 0.19
N -1.52 -2.84 0.67
H 0.71 3.08 -0.02
H 2.25 -0.24 1.25
O -1.20 0.98 0.30
H -2.35 -3.11 1.14
H -3.97 0.09 -0.24
H 2.15 -1.24 -0.12
H 0.11 0.05 -2.11
N -2.41 -0.75 0.41
C 1.24 0.73 -0.30
C -0.14 0.39 0.26
H -3.99 -0.42 1.69
C -1.39 -1.54 0.66
O -0.17 -0.97 0.54
H 2.34 2.59 -0.52
H 1.89 0.30 -2.33
H 0.73 1.71 -2.23
C -3.57 -0.37 0.65
C 1.51 2.27 0.15
*
```

=====

Short version: model B is the least stable of them.